Here is one molecule with the formula C3H5NO from OMol25. Energies are from ωB97M-V/def2-TZVPD.

* LUMO: 0.021 hartree
* Kohn-Sham gap: 11.6 eV
* E_HOMO: -11.01 eV
* spin multiplicity: 1

The geometry in XYZ format:
```
10
Properties=species:S:1:pos:R:3:forces:R:3
N -2.0853 -0.6131 -0.1478 1.2 1.0 0.6
C -1.2125 0.1124 0.0982 -1.7 -1.2 -0.7
C -0.0673 0.9870 0.1957 0.1 1.8 1.3
C 1.1892 0.3064 -0.3320 0.1 2.5 -0.2
O 1.3549 -0.9734 0.0860 0.2 -1.5 2.8
H -0.3006 1.9600 -0.3188 0.3 -1.0 0.1
H 0.1317 1.3409 1.2480 -0.5 -0.7 -0.7
H 1.1125 0.3395 -1.3956 0.2 -0.4 -0.9
H 2.0104 0.9974 -0.0601 0.1 -0.4 -0.1
H 1.3480 -0.9931 1.1023 0.1 -0.1 -2.3
```
Forces are in eV/Å.

Here is C22H20N4NiO2Se2 as an isolated structure from OMol25. Energies are from ωB97M-V/def2-TZVPD.

* LUMO: -0.015 hartree
* Kohn-Sham gap: 6.4 eV
* E_HOMO: -6.84 eV
* spin multiplicity: 1

The geometry in XYZ format:
```
51
Properties=species:S:1:pos:R:3:forces:R:3
Ni -0.1085 0.0853 0.0549 1.6 0.6 0.2
C 0.7285 0.1669 4.1368 0.0 -0.1 0.0
C 1.0163 0.0205 2.6649 0.0 0.1 -0.1
O -0.0254 0.1992 1.9221 -0.2 -0.1 -0.1
C 2.2944 -0.2455 2.2414 0.1 0.0 -0.1
C 2.6905 -0.3377 0.8682 0.0 0.1 0.1
C 4.1415 -0.5223 0.5257 0.0 -0.1 0.0
N 1.8106 -0.2149 -0.0695 -0.3 -0.3 -0.5
N 2.2398 -0.3513 -1.3956 0.0 0.1 0.1
C 1.2256 -0.1928 -2.1895 0.0 -0.1 -0.1
O 0.0049 0.0513 -1.8063 0.0 0.0 0.2
C 1.4456 -0.3441 -3.6546 0.0 0.0 0.0
C 2.7292 -0.3296 -4.1945 0.0 0.0 0.0
C 2.9111 -0.4852 -5.5590 0.0 0.0 0.0
C 1.8156 -0.6635 -6.3952 0.0 0.0 0.0
C 0.5359 -0.6822 -5.8601 0.0 0.0 0.0
C 0.3504 -0.5178 -4.4943 0.0 0.0 0.0
H 0.1606 1.0837 4.2994 0.0 0.0 0.0
H 1.6402 0.1910 4.7298 0.0 0.0 0.0
H 0.1040 -0.6644 4.4711 0.0 0.0 0.0
H 3.0652 -0.3567 2.9898 0.0 0.0 0.0
H 4.7448 -0.5786 1.4292 0.0 0.0 0.0
H 4.4815 0.3108 -0.0895 0.0 0.0 0.0
H 4.2804 -1.4263 -0.0670 0.0 0.0 0.0
H 3.5730 -0.1950 -3.5317 0.0 0.0 0.0
H 3.9107 -0.4679 -5.9747 0.0 0.0 0.0
H 1.9611 -0.7879 -7.4609 0.0 0.0 0.0
H -0.3207 -0.8257 -6.5070 0.0 0.0 0.0
H -0.6400 -0.5252 -4.0589 0.0 0.0 0.0
Se -3.2415 0.5801 -0.8382 -0.2 0.2 0.1
Se -2.9855 -0.6107 1.1548 -0.4 -0.3 -0.3
C -2.1370 -2.1351 0.3228 0.2 -0.1 0.0
C -2.8452 -3.3093 0.1277 -0.1 0.0 0.0
C -2.1906 -4.3820 -0.4649 0.0 0.0 0.0
C -0.8738 -4.2301 -0.8578 0.1 0.0 0.0
C -0.2568 -3.0034 -0.6531 0.1 0.0 0.0
N -0.8677 -1.9885 -0.0567 -0.6 0.1 0.2
C -2.2681 2.1353 -0.2570 0.2 0.0 0.1
C -2.9240 3.3457 -0.0989 0.0 0.0 0.0
C -2.2083 4.4269 0.3946 0.0 0.0 0.0
C -0.8758 4.2557 0.7243 0.0 0.0 0.0
C -0.3066 3.0042 0.5524 0.2 0.0 -0.1
N -0.9812 1.9729 0.0541 -0.6 -0.2 0.1
H -3.8849 -3.3643 0.4169 0.0 -0.1 0.0
H -2.7101 -5.3176 -0.6263 0.0 0.0 0.0
H -0.3225 -5.0415 -1.3119 0.0 0.0 -0.1
H 0.7638 -2.8196 -0.9728 0.0 0.0 0.0
H -3.9773 3.4201 -0.3278 0.0 0.0 0.0
H -2.6934 5.3834 0.5394 0.0 0.0 0.0
H -0.2793 5.0703 1.1099 0.0 0.0 0.0
H 0.7289 2.8107 0.8049 0.0 0.0 0.0
```
Forces are in eV/Å.

Here is a 2-piece molecular cluster, C5H13NO2 overall from OMol25. Energies are from ωB97M-V/def2-TZVPD.

* LUMO (alpha / beta): -0.118 / -0.330 hartree
* total charge: +1
* Kohn-Sham gap (alpha / beta): 11.3 / 4.9 eV
* E_HOMO (alpha / beta): -14.50 / -13.86 eV
* spin multiplicity: 2

The geometry in XYZ format:
```
21
Properties=species:S:1:pos:R:3:forces:R:3
C 0.8307 1.6059 2.2931 0.7 1.3 -0.9
C -0.0902 0.7010 1.4771 -0.3 -0.2 2.6
C 0.7614 0.0056 0.2759 0.5 -0.6 0.4
C -0.1303 -0.8907 -0.5282 1.7 0.3 -0.9
C 0.9411 -1.4417 -1.5573 -1.1 -0.8 -0.1
O 1.1160 -0.8818 -2.5855 0.4 0.6 -0.5
N -1.2932 1.3496 1.1091 1.9 -1.6 -1.8
H 1.8945 1.4271 2.1320 -0.1 -0.4 0.1
H 0.6161 1.5730 3.3586 -0.2 -0.2 0.0
H 0.6861 2.6370 1.9575 0.0 0.0 0.2
H -0.2447 -0.1696 2.1120 -0.8 -0.1 -0.2
H 1.4175 0.7260 -0.2166 -0.8 0.4 -0.5
H 1.4931 -0.5866 0.8295 -0.2 -0.1 0.4
H -0.5515 -1.7593 -0.0319 -0.1 0.2 0.4
H -0.8630 -0.3420 -1.1038 -0.1 -0.2 -0.1
H 1.4104 -2.4254 -1.3766 0.1 0.2 0.5
H -1.9858 0.6842 0.7707 -0.5 0.2 0.5
H -1.0427 1.9546 0.3253 -0.6 1.0 0.4
H -0.8769 -1.5549 -3.2625 -0.2 0.4 -0.6
H -2.3561 -0.9706 -3.1357 0.4 0.0 -0.5
O -1.7326 -1.6412 -2.8428 -0.4 -0.4 0.8
```
Forces are in eV/Å.

Looking at E for the records above, in order, we have -247.274679 -7531.035359 -403.169119 a.u..
Looking at energy above the lowest of the compared OMol25 structures with the same formula, charge and spin for the records above, in order, we have 20.4 0.0 46.9 kcal/mol.